A 11-piece molecular cluster, C36H64NO25 overall, computed with ωB97M-V/def2-TZVPD.

Element x y z (Å)
C -1.374 -2.525 -0.048
C -0.102 -1.704 -0.213
C 0.878 -2.616 -0.930
C 2.162 -1.897 -1.336
C 1.762 -0.799 -2.354
C 0.756 0.297 -1.716
N -0.339 -0.421 -0.989
O -1.385 0.133 -0.923
C 0.158 1.049 -2.894
C 1.490 1.243 -0.733
C 0.459 -1.251 1.121
H -2.150 -2.051 0.557
H -1.048 -3.430 0.464
H -1.974 -2.774 -0.924
H 0.325 -3.140 -1.711
H 1.112 -3.403 -0.211
H 2.871 -2.572 -1.821
H 2.864 -1.544 -0.578
H 1.178 -1.341 -3.100
H 2.616 -0.323 -2.828
H -0.547 0.384 -3.396
H 0.853 1.255 -3.708
H -0.257 1.964 -2.474
H 2.304 0.780 -0.171
H 1.020 1.889 0.010
H 2.058 1.911 -1.386
H 0.897 -2.036 1.741
H -0.166 -0.481 1.574
H 1.425 -0.734 1.104
C -1.065 5.986 2.224
C -0.643 5.882 0.743
O -0.325 4.495 0.575
C -0.324 3.871 1.762
O -0.072 2.711 1.897
O -0.812 4.658 2.727
H -2.126 6.221 2.302
H -0.494 6.699 2.812
H 0.231 6.529 0.660
H -1.353 6.160 -0.032
C -1.770 -0.830 5.369
C -0.722 -1.569 4.507
O -0.692 -2.891 5.053
C -1.372 -2.887 6.178
O -1.392 -3.816 6.926
O -1.972 -1.703 6.463
H -2.731 -0.760 4.859
H -1.396 0.165 5.602
H 0.227 -1.028 4.533
H -0.969 -1.538 3.446
C -3.790 2.211 -1.237
C -5.114 2.862 -0.841
O -5.110 4.106 -1.495
C -3.852 4.397 -1.926
O -3.525 5.439 -2.371
O -3.047 3.309 -1.681
H -4.012 1.515 -2.053
H -3.256 1.675 -0.456
H -5.026 2.982 0.241
H -5.938 2.222 -1.145
C 6.168 4.196 0.550
C 6.841 3.001 1.178
O 6.308 1.905 0.395
C 5.457 2.336 -0.530
O 4.774 1.611 -1.204
O 5.423 3.669 -0.531
H 6.974 4.866 0.254
H 5.550 4.702 1.290
H 6.585 2.823 2.220
H 7.920 3.054 1.047
C -5.737 -1.990 -4.243
C -5.928 -0.466 -4.396
O -4.570 -0.055 -4.429
C -3.761 -0.964 -3.941
O -2.571 -0.876 -3.806
O -4.427 -2.103 -3.646
H -5.769 -2.465 -5.226
H -6.389 -2.571 -3.595
H -6.587 -0.172 -3.579
H -6.381 -0.233 -5.356
C -3.057 -4.534 3.504
C -3.809 -3.864 2.353
O -5.149 -3.830 2.813
C -5.230 -4.459 4.045
O -6.298 -4.588 4.555
O -4.028 -4.854 4.495
H -2.363 -3.792 3.893
H -2.580 -5.494 3.314
H -3.673 -4.485 1.466
H -3.574 -2.814 2.188
C 4.646 2.199 -4.245
C 5.479 2.346 -5.542
O 4.573 1.937 -6.553
C 3.354 2.150 -6.077
O 2.342 1.953 -6.675
O 3.405 2.674 -4.780
H 5.069 2.957 -3.589
H 4.617 1.218 -3.777
H 6.325 1.665 -5.635
H 5.852 3.353 -5.726
C -3.611 1.775 3.209
C -2.599 0.949 2.412
O -2.979 -0.408 2.343
H -3.106 2.722 3.420
H -3.945 1.252 4.103
H -4.492 2.138 2.674
H -1.618 1.011 2.903
H -2.131 1.435 1.545
H -3.928 -0.437 2.183
C 2.810 -5.607 -2.043
C 2.531 -6.882 -2.847
O 3.800 -7.370 -3.273
H 2.956 -4.704 -2.632
H 3.564 -5.709 -1.264
H 1.877 -5.420 -1.498
H 1.829 -6.546 -3.613
H 2.148 -7.701 -2.236
H 3.622 -7.959 -4.013
C 3.169 -0.070 3.745
C 4.035 0.580 2.630
O 4.087 1.952 2.910
H 2.126 0.255 3.699
H 3.648 0.234 4.672
H 3.071 -1.131 3.499
H 3.679 0.148 1.686
H 5.024 0.124 2.684
H 3.252 2.425 2.855

Computed properties:
**Max |F|**: 3.156 eV/A
**Net charge**: +1
**HOMO energy**: -0.445 Eh

Mulliken atomic charge list, values in e, 8 entries: -2.1046 2.4802 -1.9603 -0.4687 -1.3126 1.3161 0.8338 0.2050

=====

A 9-piece molecular cluster, C36H65BBr16N2O3PS2 overall, computed with ωB97M-V/def2-TZVPD.

Element x y z (Å)
C 2.013 -4.646 -0.651
C 1.196 -3.906 -1.466
C 0.925 -2.467 -1.255
C 0.042 -2.041 -0.256
C -0.683 -2.997 0.641
C -2.235 -2.864 0.574
C -2.722 -2.359 -0.779
S -4.483 -2.748 -0.935
C -4.726 -2.216 -2.629
S -3.756 -2.865 -3.780
N -5.732 -1.315 -2.906
C -5.328 -0.306 -3.883
C -4.291 0.669 -3.308
O -4.091 0.553 -1.912
C -5.305 0.454 -1.194
C -6.274 -0.608 -1.746
C -0.193 -0.674 -0.120
C 0.414 0.249 -0.933
P 0.192 2.061 -0.870
C -0.953 2.441 -2.261
C -0.404 1.941 -3.596
C -0.683 2.525 0.646
C -0.692 4.075 0.680
N 1.258 -0.215 -1.878
C 1.523 -1.516 -2.075
C 2.429 -1.884 -3.195
B 3.850 -2.457 -2.743
O 4.451 -3.432 -3.485
O 4.474 -2.019 -1.602
H 3.081 -4.465 -0.585
H 1.634 -5.476 -0.063
H 0.740 -4.356 -2.348
H -0.346 -2.898 1.671
H -0.464 -4.020 0.365
H -2.631 -2.287 1.406
H -2.647 -3.865 0.691
H -2.650 -1.280 -0.839
H -2.200 -2.837 -1.601
H -4.980 -0.737 -4.811
H -6.221 0.257 -4.144
H -4.638 1.684 -3.503
H -3.346 0.556 -3.831
H -5.087 0.255 -0.149
H -5.799 1.430 -1.232
H -6.604 -1.275 -0.963
H -7.178 -0.104 -2.081
H -0.865 -0.326 0.649
H -1.076 3.520 -2.289
H -1.887 1.931 -2.052
H 0.646 2.193 -3.729
H -0.546 0.861 -3.643
H -0.990 2.358 -4.411
H -1.728 2.214 0.661
H -0.191 2.162 1.542
H -1.638 4.473 0.328
H -0.426 4.455 1.657
H 0.054 4.457 -0.018
H 1.707 0.463 -2.481
H 1.936 -2.572 -3.879
H 2.634 -0.971 -3.763
H 4.192 -3.373 -4.410
H 5.328 -1.649 -1.859
Br -0.962 2.794 4.789
C -2.604 1.757 4.886
C -2.309 0.288 5.017
Br -1.703 -0.477 3.336
H -3.177 1.999 3.997
H -3.133 2.113 5.767
H -3.208 -0.261 5.287
H -1.526 0.081 5.741
Br 0.516 3.987 -6.659
C -0.930 3.784 -7.944
C -2.261 4.175 -7.362
Br -2.976 2.809 -6.167
H -0.908 2.754 -8.282
H -0.674 4.445 -8.769
H -3.002 4.273 -8.152
H -2.217 5.095 -6.790
Br 3.555 0.370 1.892
C 5.004 0.393 0.594
C 5.223 1.719 -0.087
Br 3.822 2.058 -1.390
H 4.755 -0.392 -0.110
H 5.896 0.114 1.153
H 6.158 1.699 -0.641
H 5.221 2.571 0.584
Br 1.509 -2.782 3.652
C 0.548 -4.247 4.497
C -0.611 -3.758 5.322
Br -0.070 -2.964 7.021
H 1.280 -4.801 5.074
H 0.182 -4.869 3.683
H -1.252 -4.595 5.592
H -1.196 -3.001 4.811
Br 1.676 2.918 9.411
C 0.551 1.740 8.352
C 1.303 0.527 7.872
Br 2.493 0.945 6.393
H 0.157 2.334 7.534
H -0.260 1.443 9.013
H 0.614 -0.220 7.483
H 1.915 0.082 8.649
Br 3.136 -4.757 7.121
C 4.863 -5.461 6.577
C 4.860 -5.853 5.124
Br 3.912 -7.525 4.823
H 5.089 -6.289 7.240
H 5.575 -4.656 6.746
H 5.875 -6.028 4.775
H 4.383 -5.108 4.495
Br 7.513 3.858 -2.028
C 8.836 2.598 -2.691
C 8.412 2.000 -4.004
Br 7.018 0.657 -3.758
H 8.973 1.848 -1.920
H 9.754 3.170 -2.806
H 9.241 1.474 -4.472
H 8.015 2.738 -4.693
Br -8.200 3.505 -1.188
C -6.632 4.420 -0.495
C -6.026 5.350 -1.513
Br -5.047 4.366 -2.874
H -5.937 3.649 -0.176
H -6.979 4.979 0.371
H -5.297 6.004 -1.040
H -6.766 5.950 -2.032

Computed properties:
**Max |F|**: 2.110 eV/A
**Net charge**: +1
**Relative energy (zero: lowest compared OMol25 entry of this formula, charge and spin)**: 0.0 kJ/mol
**HOMO energy**: -0.368 Eh

Mulliken atomic charge list, values in e, 8 entries: -0.6901 -1.3511 0.5637 1.4596 -0.0566 -1.1357 -0.2134 -0.2384

=====

C36H65BFeN7OP2S as an isolated structure, computed with ωB97M-V/def2-TZVPD.

Element x y z (Å)
Fe -0.740 -1.115 1.007
C -4.804 2.225 -0.531
C -3.458 1.882 0.118
C -3.772 1.404 1.547
C -2.556 3.141 0.137
P -2.446 0.431 -0.778
C -3.934 -0.776 -0.882
N -3.549 -2.029 -0.266
B -2.218 -2.358 0.198
N -2.318 -3.774 0.386
C -1.181 -4.568 0.821
P 0.228 -3.292 0.706
C 0.884 -3.604 -1.092
C 1.841 -4.829 -1.146
C 1.709 -2.378 -1.524
C -0.266 -3.757 -2.101
C 1.390 -3.746 2.177
C 2.686 -2.846 2.056
C 1.885 -5.219 2.361
C 0.636 -3.218 3.431
C -3.619 -4.295 0.170
C -4.215 -5.519 0.463
C -5.603 -5.561 0.406
C -6.388 -4.441 0.090
C -5.846 -3.194 -0.116
C -4.436 -3.130 -0.140
C -1.972 0.886 -2.622
C -0.644 1.636 -2.544
C -3.007 1.717 -3.229
C -1.849 -0.394 -3.349
H -4.848 3.314 -0.698
H -5.560 2.006 0.237
H -5.094 1.692 -1.432
H -4.635 2.004 1.832
H -2.996 1.556 2.307
H -4.011 0.314 1.565
H -1.608 3.113 0.645
H -3.115 3.983 0.612
H -2.312 3.499 -0.892
H -4.273 -0.877 -1.913
H -4.696 -0.314 -0.268
H -0.953 -5.438 0.113
H -1.444 -5.050 1.748
H 2.673 -4.583 -0.468
H 2.262 -4.938 -2.150
H 1.330 -5.777 -0.948
H 2.623 -2.362 -0.803
H 1.166 -1.421 -1.515
H 2.192 -2.526 -2.511
H -0.900 -4.689 -2.046
H 0.212 -3.799 -3.113
H -0.944 -2.852 -2.141
H 3.425 -3.151 1.327
H 3.126 -2.864 3.075
H 2.281 -1.823 1.956
H 2.516 -5.615 1.508
H 1.003 -5.898 2.444
H 2.504 -5.387 3.249
H 0.080 -2.317 3.187
H 1.416 -2.963 4.204
H 0.021 -4.000 3.971
H -3.708 -6.434 0.719
H -6.170 -6.490 0.530
H -7.492 -4.568 0.042
H -6.487 -2.247 -0.164
H -0.714 2.722 -2.327
H -0.070 1.490 -3.455
H -0.018 1.182 -1.743
H -3.008 2.778 -2.917
H -3.998 1.215 -2.934
H -3.097 1.636 -4.333
H -1.073 -1.004 -2.916
H -1.634 -0.194 -4.427
H -2.809 -0.973 -3.363
C -0.296 2.937 4.515
N -0.859 1.631 4.351
C -1.740 1.034 5.302
C -0.687 1.087 3.024
N -1.127 -0.134 2.725
N 0.077 1.836 2.166
C 0.963 1.339 1.222
N 2.125 2.039 1.135
N 0.618 0.334 0.445
H -0.698 3.366 5.455
H -0.496 3.526 3.615
H 0.746 2.709 4.674
H -2.287 1.791 5.952
H -1.136 0.477 6.044
H -2.555 0.423 4.882
H -1.501 -0.445 3.603
H 0.476 2.588 2.804
H 2.238 2.921 1.532
H 2.869 1.640 0.549
H 1.356 0.082 -0.217
C 6.029 8.108 -1.373
C 5.784 6.647 -1.610
C 5.396 6.127 -2.859
C 5.264 4.757 -3.049
C 5.722 3.839 -2.087
C 6.073 4.345 -0.816
C 6.050 5.722 -0.555
S 5.804 2.053 -2.372
C 5.978 2.029 -4.124
O 7.056 1.552 -1.724
H 5.174 8.568 -0.890
H 6.263 8.661 -2.283
H 6.887 8.321 -0.683
H 5.203 6.749 -3.763
H 4.935 4.351 -4.059
H 6.299 3.719 0.038
H 6.396 6.106 0.419
H 6.705 2.712 -4.593
H 4.994 2.198 -4.570
H 6.305 1.030 -4.369

Computed properties:
**<S²>**: 8.77
**Multiplicity**: 6
**Max |F|**: 5.129 eV/A
**Net charge**: +2
**HOMO energy (alpha / beta)**: -0.433 / -0.441 Eh

Mulliken atomic charge list, values in e, 8 entries: 0.0766 -1.5925 1.8710 -1.5359 -1.6669 0.4501 -1.9213 0.7711

=====

C36H65F3FeN9O18RbS as an isolated structure, computed with ωB97M-V/def2-TZVPD.

Element x y z (Å)
Fe -4.207 -0.276 0.792
Rb -0.860 0.945 0.457
O -3.224 -0.337 -0.916
H -3.236 -0.140 -1.873
O -2.702 -0.387 2.080
H -2.925 -0.405 3.031
O 4.549 1.405 -2.046
C 3.363 0.713 -2.442
C 1.963 1.374 -2.077
O 1.629 2.199 -0.948
H 3.581 -0.326 -2.194
H 3.329 0.555 -3.519
H 1.231 0.569 -2.012
H 1.628 1.832 -3.008
C 2.958 1.313 4.335
F 3.891 0.337 4.290
F 2.121 1.026 5.298
F 3.713 2.398 4.635
S 2.100 1.519 2.557
O 3.266 1.945 1.704
O 1.428 0.297 2.163
O 1.153 2.601 2.763
C 5.910 -1.882 0.256
O 6.273 -0.689 0.083
N 4.626 -2.292 0.338
C 4.341 -3.803 0.277
C 3.429 -1.421 0.375
H 6.621 -2.716 0.355
H 3.800 -4.145 -0.605
H 3.785 -4.153 1.147
H 5.285 -4.347 0.240
H 3.675 -0.377 0.184
H 2.687 -1.670 -0.384
H 2.984 -1.461 1.369
C 2.487 5.509 1.243
O 3.437 4.765 1.050
N 2.445 6.799 0.971
C 1.364 7.601 1.448
C 3.522 7.635 0.401
H 1.531 5.132 1.638
H 0.716 7.621 0.571
H 1.764 8.608 1.566
H 0.894 7.207 2.349
H 4.291 7.071 -0.126
H 3.149 8.446 -0.226
H 4.178 8.084 1.146
C -0.780 0.119 -4.773
O -1.799 0.799 -5.152
N -0.073 -0.622 -5.706
C 1.078 -1.449 -5.298
C -0.330 -0.625 -7.170
H -0.496 -0.015 -3.718
H 0.788 -2.499 -5.341
H 1.321 -1.284 -4.248
H 2.020 -1.383 -5.842
H -0.533 -1.646 -7.493
H -1.058 0.071 -7.587
H 0.560 -0.331 -7.726
C -4.052 3.095 0.615
O -4.145 1.909 0.868
N -3.242 3.918 1.308
C -3.164 5.348 1.052
C -2.171 3.508 2.243
H -4.631 3.684 -0.113
H -2.420 5.663 0.320
H -3.105 6.058 1.877
H -4.092 5.621 0.550
H -2.152 2.466 2.562
H -1.216 3.854 1.848
H -2.336 3.961 3.221
C -0.022 5.387 -1.897
O 0.311 6.587 -2.108
N -1.176 4.868 -2.313
C -1.505 3.405 -2.295
C -2.137 5.681 -2.988
H 0.590 4.582 -1.462
H -1.593 3.074 -3.329
H -2.444 3.158 -1.800
H -0.713 2.792 -1.865
H -2.995 5.500 -2.341
H -1.961 6.756 -2.959
H -2.340 5.402 -4.022
C -2.008 1.214 7.399
O -1.998 0.779 8.519
N -2.373 0.476 6.383
C -2.313 1.128 5.037
C -2.725 -0.933 6.465
H -1.624 2.195 7.081
H -1.318 0.972 4.620
H -2.425 2.211 5.079
H -3.035 0.667 4.363
H -2.207 -1.458 7.267
H -3.798 -1.074 6.592
H -2.410 -1.499 5.589
C -4.055 -3.297 0.169
O -4.457 -2.447 0.920
N -4.759 -4.348 -0.199
C -4.339 -5.269 -1.257
C -6.042 -4.811 0.337
H -3.078 -3.245 -0.336
H -4.633 -6.268 -0.934
H -3.265 -5.356 -1.417
H -4.910 -5.097 -2.169
H -6.715 -5.125 -0.461
H -5.821 -5.705 0.918
H -6.482 -4.043 0.973
C 2.985 -5.171 -4.674
C 1.661 -5.435 -4.753
C 0.682 -4.890 -3.887
C 1.115 -4.047 -2.896
C 2.459 -3.695 -2.804
C 3.412 -4.244 -3.661
N 0.036 -3.479 -2.079
O 0.223 -2.445 -1.396
O -0.999 -4.142 -2.025
H 3.683 -5.645 -5.347
H 1.443 -6.052 -5.612
H -0.348 -5.169 -4.055
H 2.848 -2.918 -2.163
H 4.450 -3.996 -3.494
C -0.152 -2.554 2.769
C -0.772 -3.328 1.779
C -0.332 -4.600 1.464
C 0.811 -5.128 2.140
C 1.428 -4.388 3.114
C 0.964 -3.052 3.391
N 1.327 -6.491 1.795
O 2.313 -6.835 2.330
O 0.865 -7.155 0.922
H -0.422 -1.516 2.901
H -1.646 -2.971 1.255
H -0.827 -5.117 0.655
H 2.278 -4.866 3.577
H 1.375 -2.424 4.168

Computed properties:
**<S²>**: 6.02
**Multiplicity**: 5
**Max |F|**: 6.005 eV/A
**Net charge**: -2
**HOMO energy (alpha / beta)**: 0.024 / 0.025 Eh

Mulliken atomic charge list, values in e, 8 entries: 0.6663 -0.3698 -0.3934 -0.0142 0.4181 -0.2306 -0.8840 -0.2654